No. 1
Density functional theory data (ωB97M-V with the def2-TZVPD basis set) for C16H14N4S in the gas phase.

Geometry as XYZ:
```
35
C16H14N4S, DFT ωB97M-V with the def2-TZVPD basis set
N 1.427 4.557 0.837
C 1.938 3.562 0.056
S 3.408 3.890 -0.653
C 1.268 2.271 -0.067
C 1.779 1.087 -0.508
N 0.813 0.099 -0.396
C -0.326 0.639 0.173
C -1.545 0.150 0.581
C -1.931 -1.248 0.387
C -2.501 -2.012 1.437
C -2.773 -3.391 1.223
C -2.538 -3.996 -0.019
C -2.035 -3.240 -1.078
C -1.743 -1.884 -0.833
N -2.474 1.004 1.050
C -2.190 2.314 1.131
N -1.011 2.831 0.800
C -0.105 1.977 0.315
C 1.315 -1.212 -0.788
C 2.883 -0.987 -0.913
C 3.137 0.569 -0.865
H 0.444 4.460 1.099
H 1.874 5.467 0.819
H -2.729 -1.510 2.364
H -3.220 -3.895 2.053
H -2.786 -5.075 -0.152
H -1.936 -3.638 -2.100
H -1.433 -1.198 -1.637
H -2.985 2.983 1.451
H 1.088 -1.987 -0.043
H 0.870 -1.467 -1.755
H 3.267 -1.478 -1.881
H 3.426 -1.484 -0.067
H 3.423 0.949 -1.856
H 3.902 0.893 -0.168
```

Output
**Multiplicity**: 1
**Gap between HOMO and LUMO**: 8.080 eV
**SMILES string**: NC(=S)c1c2n(c3c(-c4ccccc4)ncnc13)CCC2
**ΔE to the lowest compared entry with this formula, charge and spin**: 0.0 kcal/mol
**E_LUMO**: 0.09 eV
**Charge**: 0



No. 2
Density functional theory data (ωB97M-V with the def2-TZVPD basis set) for a molecular structure, C16H15BrSTm.

Geometry as XYZ:
```
34
C16H15BrSTm, DFT ωB97M-V with the def2-TZVPD basis set
C 1.848 -0.740 -1.717
C 2.251 -0.784 -0.323
C 1.394 -1.688 0.350
H 3.126 -0.306 0.103
C 0.441 -2.197 -0.581
C 0.696 -1.612 -1.859
H 0.202 -1.838 -2.816
H 2.347 -0.176 -2.535
H 1.506 -2.025 1.380
H -0.284 -2.972 -0.349
Tm 0.137 0.306 -0.508
Br 1.042 2.763 -0.919
C -2.462 3.583 -2.507
C -2.684 2.643 -3.564
C -1.553 2.683 -4.434
H -3.569 2.020 -3.691
C -0.633 3.648 -3.916
C -1.207 4.219 -2.739
H -0.765 4.998 -2.126
H -3.138 3.792 -1.677
H -1.417 2.094 -5.341
H 0.338 3.901 -4.341
S -1.388 0.025 1.802
C -0.574 -1.013 2.943
C 0.378 -0.503 3.862
C 1.193 -1.377 4.571
C 1.010 -2.763 4.483
C 0.019 -3.264 3.632
C -0.819 -2.407 2.931
H 0.499 0.570 3.963
H 2.032 -0.991 5.155
H 1.704 -3.446 4.989
H -0.060 -4.340 3.467
H -1.613 -2.806 2.312
```

Output
**Multiplicity**: 3
**Gap between HOMO and LUMO (spin up / spin down)**: 4.873 / 4.900 eV
**ΔE to the lowest compared entry with this formula, charge and spin**: 36.4 kcal/mol
**E_LUMO (spin up / spin down)**: 2.17 / 2.20 eV
**Charge**: -1
**<S²>**: 2.002



No. 3
Density functional theory data (ωB97M-V with the def2-TZVPD basis set) for C16H15Cl2N3O2S in the gas phase.

Geometry as XYZ:
```
39
C16H15Cl2N3O2S, DFT ωB97M-V with the def2-TZVPD basis set
C -4.873 -2.594 -1.530
C -4.037 -1.565 -0.855
N -2.688 -1.606 -1.011
C -2.108 -0.651 -0.366
N -0.750 -0.480 -0.338
C -0.173 0.573 0.323
O -0.860 1.392 0.905
C 1.295 0.644 0.275
C 2.105 -0.412 0.147
C 3.562 -0.385 0.165
C 4.231 -1.464 0.753
C 5.605 -1.515 0.844
C 6.355 -0.474 0.316
Cl 8.073 -0.513 0.413
C 5.731 0.596 -0.306
C 4.348 0.638 -0.377
Cl 3.646 1.963 -1.230
S -3.158 0.437 0.491
C -4.498 -0.520 -0.095
C -5.896 -0.315 0.340
O -6.573 -1.264 0.709
N -6.381 0.948 0.323
C -5.694 2.093 -0.221
C -7.687 1.204 0.881
H -5.052 -2.311 -2.568
H -4.348 -3.545 -1.523
H -5.825 -2.690 -1.017
H -0.204 -1.137 -0.876
H 1.684 1.635 0.449
H 1.686 -1.410 0.096
H 3.644 -2.272 1.165
H 6.095 -2.353 1.314
H 6.316 1.392 -0.736
H -5.003 1.790 -1.006
H -6.432 2.770 -0.652
H -5.136 2.631 0.552
H -8.071 0.270 1.286
H -7.615 1.947 1.678
H -8.370 1.571 0.111
```

Output
**Multiplicity**: 1
**Gap between HOMO and LUMO**: 7.811 eV
**SMILES string**: Cc1nc(NC(=O)/C=C/c2ccc(Cl)cc2Cl)sc1C(=O)N(C)C
**ΔE to the lowest compared entry with this formula, charge and spin**: 0.0 kcal/mol
**E_LUMO**: -0.53 eV
**Charge**: 0



No. 4
Density functional theory data (ωB97M-V with the def2-TZVPD basis set) for a molecular structure, C16H15HgN5S6.

Geometry as XYZ:
```
43
C16H15HgN5S6, DFT ωB97M-V with the def2-TZVPD basis set
Hg 0.696 -0.121 -0.734
C -1.749 -0.593 1.999
C -0.369 -1.075 2.387
C -0.234 -1.882 3.557
C 1.007 -2.249 4.023
C 2.105 -2.011 3.173
C 3.424 -2.455 3.524
C 4.470 -2.139 2.676
C 4.273 -1.561 1.431
C 3.006 -1.165 1.005
S 2.990 -0.555 -0.701
C 1.868 -1.245 1.894
N 0.692 -0.682 1.663
H -2.099 0.231 2.679
H -2.420 -1.461 2.143
H -1.752 -0.134 0.972
H -1.178 -2.101 4.071
H 1.181 -2.868 4.917
H 3.591 -2.980 4.429
H 5.478 -2.471 2.964
H 5.107 -1.397 0.739
N -3.090 -3.401 -2.706
C -3.813 -2.300 -2.457
N -5.085 -2.456 -2.200
N -3.252 -1.081 -2.666
C -2.119 -0.777 -2.162
N -1.175 -0.252 -1.672
H -3.605 -4.288 -2.764
H -2.266 -3.304 -3.288
H -5.471 -3.369 -1.989
H -5.574 -1.681 -1.834
C -0.190 3.649 -4.272
S 0.729 2.875 -2.955
C 0.735 4.104 -1.757
C 0.353 3.918 -0.352
S -0.305 2.577 0.285
S 0.671 5.302 0.635
C 1.315 6.442 -0.520
S 1.538 8.086 -0.297
S 1.670 5.553 -2.091
H 0.525 4.129 -4.985
H -0.962 4.357 -3.975
H -0.716 2.832 -4.788
```

Output
**Multiplicity**: 2
**Gap between HOMO and LUMO (spin up / spin down)**: 2.264 / 4.549 eV
**ΔE to the lowest compared entry with this formula, charge and spin**: 11.4 kcal/mol
**E_LUMO (spin up / spin down)**: 0.97 / 0.97 eV
**Charge**: -1
**<S²>**: 0.773



No. 5
Density functional theory data (ωB97M-V with the def2-TZVPD basis set) for a molecular structure, C16H15MgN.

Geometry as XYZ:
```
33
C16H15MgN, DFT ωB97M-V with the def2-TZVPD basis set
C -2.305 0.028 -0.594
C -1.596 -0.173 -1.818
C -0.905 1.037 -2.135
C -1.195 1.992 -1.111
C -2.045 1.363 -0.142
Mg 0.070 0.341 -0.066
C 1.069 -1.787 -0.653
C 0.138 -2.207 0.399
C -0.425 -3.503 0.348
N -0.180 -1.257 1.289
H -0.343 1.226 -3.049
H -1.647 -1.064 -2.441
H -0.884 3.037 -1.102
H -2.508 1.843 0.720
H -3.011 -0.670 -0.143
H 0.927 -2.219 -1.642
H -0.773 -1.565 2.061
H 2.081 -1.496 -0.347
H -0.133 -4.148 -0.475
H -1.206 -3.781 1.045
C 1.614 1.526 0.584
C 2.368 2.189 1.310
C 3.169 2.927 2.209
C 4.572 2.878 2.067
C 5.385 3.657 2.885
C 4.802 4.465 3.872
C 3.410 4.480 4.057
C 2.590 3.700 3.243
H 5.010 2.227 1.306
H 6.466 3.638 2.745
H 5.437 5.087 4.503
H 2.966 5.107 4.832
H 1.505 3.683 3.391
```

Output
**Multiplicity**: 1
**Gap between HOMO and LUMO**: 3.298 eV
**E_LUMO**: 4.80 eV
**Charge**: -2



No. 6
Density functional theory data (ωB97M-V with the def2-TZVPD basis set) for C16H15N3O in the gas phase.

Geometry as XYZ:
```
35
C16H15N3O, DFT ωB97M-V with the def2-TZVPD basis set
C -4.909 -1.449 0.386
C -4.114 -0.534 -0.515
O -4.607 -0.033 -1.501
C -2.725 -0.201 -0.113
C -2.311 1.107 -0.375
C -1.050 1.537 -0.003
C -0.603 2.849 -0.236
N -0.192 3.908 -0.403
C -0.193 0.597 0.638
N 1.012 0.971 1.102
C 1.989 0.037 1.623
C 2.997 -0.340 0.566
C 4.296 0.146 0.606
C 5.197 -0.183 -0.392
C 4.805 -0.993 -1.443
C 3.507 -1.477 -1.492
C 2.608 -1.153 -0.493
N -0.575 -0.665 0.810
C -1.782 -1.073 0.459
C -2.014 -2.538 0.660
H -4.781 -2.481 0.066
H -5.963 -1.200 0.287
H -4.599 -1.355 1.422
H -2.996 1.783 -0.866
H 1.343 1.890 0.847
H 1.435 -0.844 1.952
H 2.487 0.499 2.479
H 4.606 0.781 1.424
H 6.207 0.198 -0.350
H 5.507 -1.248 -2.222
H 3.197 -2.110 -2.311
H 1.596 -1.528 -0.525
H -2.492 -2.980 -0.210
H -2.643 -2.712 1.531
H -1.056 -3.020 0.831
```

Output
**Multiplicity**: 1
**Gap between HOMO and LUMO**: 8.837 eV
**SMILES string**: CC(=O)c1cc(C#N)c(NCc2ccccc2)nc1C
**ΔE to the lowest compared entry with this formula, charge and spin**: 4.6 kcal/mol
**E_LUMO**: 0.24 eV
**Charge**: 0



Computed max |F| (hartree/bohr) in order:
0.050 0.087 0.022 0.106 0.047 0.021